[1]
Formula: C5H9ClS
Source: the Open Molecules 2025 dataset
Level of theory: wB97M-V/def2-TZVPD

Geometry as XYZ:
```
16
Properties=species:S:1:pos:R:3:forces:R:3:lowdin_spin:R:1
C 1.02476 0.23031 0.82786 1.41 1.29 3.44 0.60
C -1.95544 0.45318 -0.12840 -0.11 -0.10 -0.94 0.02
C 1.24394 1.69963 0.77726 0.53 0.34 0.04 0.09
C -2.15469 -0.25793 -1.24880 -0.39 -0.09 2.18 0.00
C 1.11024 -2.24512 -0.54911 0.66 -1.94 0.61 0.70
S 0.83363 -0.60606 -0.55938 -0.48 0.87 -3.92 0.41
Cl -2.11392 -0.24425 1.43176 -0.16 -0.56 0.52 0.03
H 2.19067 2.04248 1.23391 -0.13 -0.59 0.31 0.02
H 0.46777 2.22996 1.37020 0.16 0.03 -0.88 0.02
H 1.42115 1.99937 -0.24966 -0.87 0.58 -0.30 0.00
H 1.27207 -0.13057 1.80576 -0.40 -1.03 0.18 0.02
H -2.34651 -1.33922 -1.06373 -0.12 0.95 -0.67 0.00
H -2.14553 0.18760 -2.22483 0.27 -0.03 -0.23 0.00
H 1.92681 -2.69889 -0.00973 0.13 -0.07 0.14 0.05
H 0.76640 -2.76518 -1.44346 -0.06 0.26 0.31 0.03
H -1.54135 1.44471 0.03034 -0.46 0.09 -0.81 0.00
```
Positions in Å, forces in eV/Å.

## Properties
Multiplicity   3
Strongest force on any atom   4.04 eV/Å
Relative energy (zero: lowest compared OMol25 entry of this formula, charge and spin)   0.0000 eV
Total energy   -1054.09007 hartree
E_LUMO (spin up / spin down)   0.91 / -0.83 eV
Highest occupied orbital energy (spin up / spin down)   -5.884 / -9.129 eV
Total charge   0
Frontier orbital gap (spin up / spin down)   0.250 / 0.305 Ha

***

[2]
Formula: C4H8NO2
Source: the Open Molecules 2025 dataset
Level of theory: wB97M-V/def2-TZVPD

Geometry as XYZ:
```
15
Properties=species:S:1:pos:R:3:forces:R:3:lowdin_charge:R:1
C 2.38266 -0.51120 -1.07816 -2.48 0.69 0.85 0.07
C 1.42715 0.10187 -0.32960 -0.29 0.48 0.58 -0.08
C -0.15534 -0.10640 -0.29461 0.18 -0.32 -0.71 -0.21
O -0.45946 -1.45501 -0.04194 -0.21 -0.16 -0.07 -0.03
C -1.27143 0.70918 0.60696 3.01 -1.24 -1.31 -0.25
N -2.16241 -0.03257 1.16313 -0.21 0.18 0.09 0.28
O -1.31845 1.99378 0.65728 -0.44 0.35 0.26 0.21
H 2.14926 -1.24828 -1.82976 -0.01 -0.14 -0.14 0.08
H 3.41023 -0.23855 -0.93340 0.23 0.05 0.10 0.07
H 1.76045 0.83087 0.40009 0.17 0.06 0.02 0.09
H -0.51791 0.14699 -1.31121 -0.01 -0.04 0.25 0.16
H 0.34905 -1.97493 0.05233 -0.02 0.16 0.05 0.12
H -2.04932 -1.04428 1.05098 0.03 0.30 0.07 0.15
H -2.95572 0.35723 1.66111 0.07 -0.02 -0.04 0.17
H -0.58876 2.47130 0.22681 -0.03 -0.34 0.00 0.17
```
Positions in Å, forces in eV/Å.

## Properties
Structure (SMILES)   C=C[C@@H](O)C(=[NH2+])O
Strongest force on any atom   3.51 eV/Å
Relative energy (zero: lowest compared OMol25 entry of this formula, charge and spin)   1.5661 eV
Total energy   -362.15592 hartree
E_LUMO   -3.73 eV
Highest occupied orbital energy   -14.402 eV
Total charge   +1
Frontier orbital gap   0.392 Ha